Computed, not measured: a structure of composition C4H7NO, with the ωB97M-V functional and the def2-TZVPD basis.

Geometry as XYZ:
```
13
Properties=species:S:1:pos:R:3:forces:R:3:mulliken_charge:R:1
C 2.067086 -0.281625 0.484555 1.359 -0.804 0.246 -1.275
C 0.763903 0.296715 0.186956 -2.131 1.915 -0.143 1.031
O 0.431883 1.425314 0.519153 0.819 1.264 0.931 -0.624
C -0.266557 -0.452476 -0.412838 -4.503 -0.789 -1.414 -0.610
C -2.111534 -0.084575 -0.034001 2.831 -0.416 -0.605 -0.258
N -1.788027 0.630428 -1.151116 1.814 -0.926 0.838 -0.535
H 2.559337 -0.809987 -0.311807 -0.182 -0.317 -0.722 0.354
H 1.978516 -1.001803 1.278308 -0.233 -0.412 0.460 0.307
H 2.786649 0.439941 0.817657 0.005 0.771 0.200 0.346
H -0.164682 -1.061332 -1.283162 -0.110 -0.504 -0.139 0.359
H -2.050592 0.327827 0.961015 -0.103 0.321 0.204 0.276
H -2.777664 -0.929218 -0.167671 0.305 -0.215 -0.017 0.311
H -1.410706 1.534181 -0.873439 0.130 0.112 0.161 0.318
```
Forces are in eV/Å.

The value obtained for the relative energy (zero: lowest compared OMol25 entry of this formula, charge and spin) is 429.1 kJ/mol. The calculation puts the HOMO energy at -8.9 eV. The LUMO energy is 0.49 eV. Its spin multiplicity is 1. As for the gap between HOMO and LUMO: 9.37 eV. The value obtained for the total energy is -7795.1967 eV.

***

Computed, not measured: a cluster of 2 separate species, C4H7NO in total, with the ωB97M-V functional and the def2-TZVPD basis.

Geometry as XYZ:
```
13
Properties=species:S:1:pos:R:3:forces:R:3:mulliken_charge:R:1
C -1.329588 0.394992 -0.158960 -3.170 -0.182 -0.026 0.042
C -0.287812 1.056907 -0.330043 0.633 1.988 -0.229 0.026
C -1.336527 -0.989272 0.289609 0.972 -0.907 1.282 -0.986
C 1.066582 1.351795 -0.434566 2.291 -1.436 1.717 -1.098
N 1.649074 -1.795974 0.696532 2.956 3.786 0.356 0.067
O 2.301973 -0.801756 0.791182 -1.871 -5.106 0.255 -0.190
H -2.349020 0.816556 -0.400885 0.927 -0.307 0.256 0.272
H -1.773244 -1.513529 -0.466373 -2.408 -1.684 -1.880 0.341
H -0.385394 -1.543732 0.219023 -0.162 0.982 1.015 0.284
H -1.885138 -1.070999 1.223792 0.132 -0.568 0.131 0.287
H 1.816088 0.726238 0.254642 -1.989 2.169 -1.129 0.345
H 1.176049 2.400032 -0.306445 0.880 1.002 -0.091 0.291
H 1.336956 0.968743 -1.377506 0.810 0.263 -1.657 0.318
```
Forces are in eV/Å.

The value obtained for the relative energy (zero: lowest compared OMol25 entry of this formula, charge and spin) is 713.8 kJ/mol. The calculation puts the HOMO energy (alpha / beta) at -6.9 / -9.0 eV. The LUMO energy (alpha / beta) is -0.51 / -1.00 eV. Its spin multiplicity is 1. As for the gap between HOMO and LUMO (alpha / beta): 6.42 / 7.98 eV. The value obtained for the total energy is -7792.2466 eV.

***

Computed, not measured: a cluster of 2 separate species, C4H7NO in total, with the ωB97M-V functional and the def2-TZVPD basis.

Geometry as XYZ:
```
13
Properties=species:S:1:pos:R:3:forces:R:3:mulliken_charge:R:1
C -0.005801 0.631424 -1.348933 0.107 0.245 0.005 -0.561
C 0.187100 1.692660 -0.562695 -0.030 -0.129 -0.215 -0.278
C 1.348774 1.795658 0.278101 0.835 0.052 0.564 0.371
N 2.285291 1.860705 0.957855 -0.938 -0.048 -0.642 -0.412
H 0.710295 -0.185000 -1.389307 -0.098 0.190 0.001 0.297
H -0.893629 0.538628 -1.964319 0.130 0.077 0.090 0.252
H -0.535386 2.502932 -0.507243 0.166 -0.091 -0.019 0.315
C -0.322553 -1.773430 0.793445 0.254 -0.294 0.114 -0.567
O -1.362946 -0.955331 0.293536 -0.148 0.188 0.186 -0.491
H -0.124539 -2.544882 0.043419 -0.027 0.070 0.144 0.236
H 0.607810 -1.212209 0.965014 -0.184 -0.082 -0.044 0.256
H -0.615441 -2.262360 1.730677 0.079 0.053 -0.107 0.257
H -1.278975 -0.088795 0.710451 -0.145 -0.231 -0.078 0.325
```
Forces are in eV/Å.

The value obtained for the relative energy (zero: lowest compared OMol25 entry of this formula, charge and spin) is 220.7 kJ/mol. As for the structure (SMILES): C=CC#N.CO. The calculation puts the HOMO energy at -10.1 eV. The LUMO energy is 0.44 eV. Its spin multiplicity is 1. As for the gap between HOMO and LUMO: 10.57 eV. The value obtained for the total energy is -7797.3570 eV.

***

What did the second record say?
Computed, not measured: a cluster of 2 separate species, C4H7NO in total, with the ωB97M-V functional and the def2-TZVPD basis.

Geometry as XYZ:
```
13
Properties=species:S:1:pos:R:3:forces:R:3:mulliken_charge:R:1
C -1.329588 0.394992 -0.158960 -3.170 -0.182 -0.026 0.042
C -0.287812 1.056907 -0.330043 0.633 1.988 -0.229 0.026
C -1.336527 -0.989272 0.289609 0.972 -0.907 1.282 -0.986
C 1.066582 1.351795 -0.434566 2.291 -1.436 1.717 -1.098
N 1.649074 -1.795974 0.696532 2.956 3.786 0.356 0.067
O 2.301973 -0.801756 0.791182 -1.871 -5.106 0.255 -0.190
H -2.349020 0.816556 -0.400885 0.927 -0.307 0.256 0.272
H -1.773244 -1.513529 -0.466373 -2.408 -1.684 -1.880 0.341
H -0.385394 -1.543732 0.219023 -0.162 0.982 1.015 0.284
H -1.885138 -1.070999 1.223792 0.132 -0.568 0.131 0.287
H 1.816088 0.726238 0.254642 -1.989 2.169 -1.129 0.345
H 1.176049 2.400032 -0.306445 0.880 1.002 -0.091 0.291
H 1.336956 0.968743 -1.377506 0.810 0.263 -1.657 0.318
```
Forces are in eV/Å.

The value obtained for the relative energy (zero: lowest compared OMol25 entry of this formula, charge and spin) is 713.8 kJ/mol. The calculation puts the HOMO energy (alpha / beta) at -6.9 / -9.0 eV. The LUMO energy (alpha / beta) is -0.51 / -1.00 eV. Its spin multiplicity is 1. As for the gap between HOMO and LUMO (alpha / beta): 6.42 / 7.98 eV. The value obtained for the total energy is -7792.2466 eV.